{
  "formula": "C63H151BN9O27",
  "method": "ωB97M-V/def2-TZVPD",
  "symbols": ["O", "C", "O", "B", "O", "C", "O", "O", "C", "O", "C", "O", "O", "C", "C", "C", "O", "H", "H", "H", "H", "H", "H", "H", "H", "C", "C", "C", "O", "H", "H", "H", "H", "H", "H", "H", "H", "C", "C", "C", "O", "H", "H", "H", "H", "H", "H", "H", "H", "C", "O", "C", "C", "N", "C", "C", "O", "C", "H", "H", "H", "H", "H", "H", "H", "H", "H", "H", "H", "H", "H", "H", "H", "C", "O", "C", "C", "N", "C", "C", "O", "C", "H", "H", "H", "H", "H", "H", "H", "H", "H", "H", "H", "H", "H", "H", "H", "C", "O", "C", "C", "N", "C", "C", "O", "C", "H", "H", "H", "H", "H", "H", "H", "H", "H", "H", "H", "H", "H", "H", "H", "C", "O", "C", "C", "N", "C", "C", "O", "C", "H", "H", "H", "H", "H", "H", "H", "H", "H", "H", "H", "H", "H", "H", "H", "C", "O", "C", "C", "N", "C", "C", "O", "C", "H", "H", "H", "H", "H", "H", "H", "H", "H", "H", "H", "H", "H", "H", "H", "C", "O", "C", "C", "N", "C", "C", "O", "C", "H", "H", "H", "H", "H", "H", "H", "H", "H", "H", "H", "H", "H", "H", "H", "C", "O", "C", "C", "N", "C", "C", "O", "C", "H", "H", "H", "H", "H", "H", "H", "H", "H", "H", "H", "H", "H", "H", "H", "C", "C", "C", "O", "C", "N", "H", "H", "H", "H", "H", "H", "H", "H", "H", "H", "H", "C", "C", "C", "O", "C", "N", "H", "H", "H", "H", "H", "H", "H", "H", "H", "H", "H"],
  "positions_angstrom": [[-0.9029, -3.1814, 0.2028], [-0.2461, -2.1932, -0.1356], [-0.3800, -1.0128, 0.3924], [0.3532, -0.0331, -0.4067], [0.9073, -0.7917, -1.5494], [0.6475, -2.0934, -1.3997], [0.9518, -3.0249, -2.1053], [1.4085, 0.5930, 0.4187], [1.3044, 1.8998, 0.4531], [2.0229, 2.7245, 1.0349], [0.0318, 2.2527, -0.3088], [-0.4790, 1.1206, -0.7416], [-0.3912, 3.4168, -0.4361], [2.3979, -4.1350, -5.2827], [0.9526, -3.6657, -5.6003], [-0.0954, -4.5388, -4.9536], [0.8582, -2.3977, -4.9518], [3.0858, -3.2929, -5.3584], [2.6768, -4.9135, -5.9927], [2.5098, -4.5366, -4.2755], [0.7183, -3.6596, -6.6648], [-1.1007, -4.2469, -5.2573], [-0.1347, -4.5325, -3.8644], [0.0457, -5.5720, -5.2709], [1.0142, -2.6598, -4.0416], [4.2183, 5.0152, -1.9952], [3.7181, 3.6160, -2.0251], [2.3140, 3.6030, -2.5550], [4.6311, 2.8159, -2.7363], [5.2625, 4.9740, -1.6852], [3.6396, 5.6514, -1.3255], [4.1458, 5.4381, -2.9972], [3.7748, 3.2178, -1.0121], [1.6582, 4.3858, -2.1738], [1.8807, 2.6354, -2.3020], [2.3776, 3.7127, -3.6376], [4.4240, 1.9070, -2.5069], [-1.2373, -1.2261, 3.6189], [-1.5062, 0.2540, 3.4533], [-2.7995, 0.4479, 2.6548], [-1.6647, 0.8633, 4.7015], [-0.2152, -1.4600, 3.9167], [-1.4705, -1.8357, 2.7459], [-1.8937, -1.5905, 4.4091], [-0.6554, 0.6726, 2.9156], [-3.2757, 1.4249, 2.7370], [-3.5669, -0.3083, 2.8202], [-2.4753, 0.3495, 1.6188], [-0.8068, 0.7566, 5.1190], [-5.4399, -10.1535, 1.6741], [-6.0394, -9.2077, 2.4920], [-7.2542, -8.6919, 1.9644], [-7.8160, -7.5205, 2.7637], [-7.0833, -6.2857, 2.4531], [-5.8085, -6.1209, 3.2195], [-4.9085, -5.1128, 2.5751], [-3.6904, -4.8658, 3.1502], [-3.0384, -3.7603, 2.5466], [-5.0620, -9.7305, 0.7432], [-6.0736, -11.0375, 1.6031], [-4.5021, -10.4010, 2.1715], [-7.9895, -9.4839, 1.8225], [-7.2310, -8.2340, 0.9755], [-7.8629, -7.7576, 3.8266], [-8.8484, -7.3223, 2.4754], [-6.9548, -6.3229, 1.4520], [-5.3018, -7.0855, 3.2515], [-5.9787, -5.7888, 4.2436], [-5.5137, -4.2094, 2.6504], [-4.8359, -5.3251, 1.5084], [-2.0638, -3.7731, 3.0345], [-3.5641, -2.8567, 2.8554], [-3.0178, -3.7423, 1.4569], [1.2287, 6.4756, 0.3184], [0.6438, 7.3254, 1.2906], [0.9363, 8.7093, 1.1364], [0.0868, 9.5749, 2.1352], [0.0666, 9.0977, 3.5362], [-0.8716, 9.8587, 4.3708], [-0.7265, 11.4228, 4.3636], [0.6431, 11.7407, 4.6174], [0.9094, 13.1237, 4.2900], [2.3110, 6.5558, 0.4198], [0.8739, 6.5783, -0.7071], [0.9975, 5.4412, 0.5727], [0.8143, 9.2254, 0.1841], [1.9887, 8.7890, 1.4089], [-0.9357, 9.6286, 1.7616], [0.3796, 10.6182, 2.0173], [0.9344, 9.3755, 3.9719], [-0.8475, 9.4923, 5.3971], [-1.8986, 9.6833, 4.0506], [-1.3728, 11.9170, 5.0889], [-1.0776, 11.7635, 3.3896], [0.7516, 13.3558, 3.2368], [1.9649, 13.2705, 4.5194], [0.3135, 13.8810, 4.7994], [4.5036, -6.9671, 3.6526], [4.0642, -5.7483, 2.9980], [2.7382, -5.3578, 3.2987], [2.3178, -4.0941, 2.5465], [2.9475, -2.8765, 3.1365], [2.4487, -1.6086, 2.4623], [3.1109, -0.4060, 3.2540], [4.5549, -0.4584, 3.4253], [5.2558, -0.5793, 2.2424], [4.2858, -7.0082, 4.7198], [5.5881, -7.0531, 3.5846], [4.0039, -7.8100, 3.1751], [2.6496, -5.1951, 4.3728], [2.0523, -6.1424, 2.9792], [1.2302, -4.0233, 2.5584], [2.7118, -4.2290, 1.5392], [3.9508, -2.9631, 3.0586], [1.3771, -1.4091, 2.4680], [2.8732, -1.5436, 1.4604], [2.6980, -0.4022, 4.2628], [2.9592, 0.5336, 2.7226], [6.3332, -0.4721, 2.3683], [4.9848, 0.2829, 1.6331], [5.1428, -1.5093, 1.6852], [-3.6099, -5.9200, -4.8931], [-3.6541, -4.9991, -3.8480], [-3.2947, -5.5127, -2.5230], [-3.5027, -4.4264, -1.3954], [-4.7788, -3.6961, -1.6053], [-5.0707, -2.7635, -0.4874], [-4.2041, -1.4853, -0.4240], [-4.4907, -0.5602, -1.5164], [-4.0395, 0.7446, -1.2344], [-3.7057, -5.3979, -5.8452], [-4.4071, -6.6360, -4.6938], [-2.6445, -6.4223, -4.9555], [-2.2544, -5.8381, -2.5162], [-3.9428, -6.3646, -2.3176], [-2.7144, -3.6775, -1.4713], [-3.3939, -4.8741, -0.4076], [-4.6012, -3.1880, -2.4599], [-5.0489, -3.2353, 0.4949], [-6.0965, -2.4104, -0.5929], [-3.1373, -1.6865, -0.5220], [-4.3216, -1.0812, 0.5815], [-2.9767, 0.8516, -1.0174], [-4.6526, 1.2238, -0.4712], [-4.2502, 1.2419, -2.1812], [0.3063, 3.7494, 4.2262], [-0.1723, 4.7034, 3.2697], [-1.3926, 4.2569, 2.7074], [-1.9696, 5.3529, 1.7134], [-2.0151, 6.6646, 2.3884], [-2.6564, 7.6698, 1.5611], [-4.1534, 7.4612, 1.3611], [-4.9117, 7.1881, 2.5015], [-6.3399, 7.3100, 2.2647], [0.6488, 2.8124, 3.7869], [-0.4811, 3.4025, 4.8954], [1.0902, 4.1657, 4.8590], [-2.1617, 3.9778, 3.4276], [-1.1955, 3.3212, 2.1843], [-2.9902, 5.1235, 1.4069], [-1.4158, 5.3679, 0.7747], [-2.7569, 6.5116, 3.0565], [-2.2139, 7.7584, 0.5689], [-2.6266, 8.6022, 2.1249], [-4.4166, 6.5960, 0.7527], [-4.5142, 8.3575, 0.8565], [-6.6633, 6.6314, 1.4754], [-6.6570, 8.3354, 2.0742], [-6.9070, 6.9249, 3.1121], [4.0942, -7.5967, -4.7878], [3.7159, -6.9237, -3.5816], [2.5684, -7.5386, -2.9867], [1.9405, -6.4411, -2.0740], [1.1085, -6.9768, -1.0368], [0.2447, -6.0175, -0.3534], [-0.7729, -6.6297, 0.5908], [-1.6375, -7.3254, -0.2600], [-2.7325, -7.7913, 0.4238], [3.3105, -7.4110, -5.5222], [4.2866, -8.6668, -4.7096], [5.0608, -7.2140, -5.1155], [3.1334, -8.2837, -2.4268], [1.9402, -8.0006, -3.7483], [1.3998, -5.6771, -2.6326], [2.7434, -5.8873, -1.5874], [0.5929, -7.7412, -1.4492], [-0.3104, -5.5696, -1.1776], [0.8416, -5.2648, 0.1615], [-1.3265, -5.8315, 1.0852], [-0.2101, -7.3332, 1.2043], [-2.5086, -8.2659, 1.3792], [-3.2824, -8.5111, -0.1825], [-3.3786, -6.9554, 0.6922], [4.1617, -0.1847, -1.2257], [3.8235, 0.3676, -2.4186], [4.0094, -0.5761, -3.5231], [3.5042, 0.1200, -4.7912], [4.3237, 1.2579, -5.1445], [3.5787, 2.0660, -6.1140], [4.5102, 3.1836, -6.6244], [3.7789, 4.1481, -7.3961], [3.0474, 5.1298, -6.6674], [3.5666, -1.0418, -0.9107], [3.9061, 0.5500, -0.4622], [5.2230, -0.4197, -1.1447], [3.4068, -1.4470, -3.2654], [5.0553, -0.8381, -3.6830], [2.4665, 0.4499, -4.7417], [3.5031, -0.6311, -5.5811], [4.4409, 1.8205, -4.3140], [2.7215, 2.5899, -5.6912], [3.2325, 1.3915, -6.8971], [5.2379, 2.7857, -7.3317], [4.9911, 3.6814, -5.7823], [3.7101, 5.6159, -5.9514], [2.1970, 4.6619, -6.1714], [2.6168, 5.8331, -7.3801], [-2.3924, -1.8892, -3.9221], [-2.2739, -0.6547, -4.8365], [-1.5772, 0.4808, -4.0826], [-1.2976, 1.6316, -4.8751], [-0.3924, 2.5603, -4.3359], [-1.6046, -1.0450, -6.0472], [-2.8067, -2.7345, -4.4715], [-3.0806, -1.7593, -3.0868], [-1.3963, -2.1912, -3.5986], [-3.2720, -0.2651, -5.0367], [-0.5662, 0.1619, -3.8290], [-2.0751, 0.7812, -3.1606], [-0.8516, 2.8873, -3.4030], [-0.1814, 3.4226, -4.9683], [0.5195, 2.0409, -4.0414], [-1.6872, -2.0351, -6.2288], [-0.6690, -1.0958, -5.6702], [4.9134, 2.8596, 3.1626], [3.9209, 3.9354, 3.7157], [4.6338, 4.8051, 4.7620], [5.0170, 3.9903, 5.7957], [5.4906, 4.6996, 6.9524], [3.3781, 4.7399, 2.5963], [4.4893, 2.2133, 2.3942], [5.2922, 2.2711, 3.9982], [5.7292, 3.3172, 2.6030], [3.0672, 3.4532, 4.1919], [3.9863, 5.5828, 5.1670], [5.5672, 5.1824, 4.3443], [4.7519, 5.3927, 7.3549], [6.3225, 5.3512, 6.6851], [5.8467, 4.0664, 7.7650], [2.8707, 4.1440, 1.9579], [4.1993, 4.9872, 2.0627]],
  "atomic_forces_ev_per_a": [[1.759, 1.190, -0.520], [-2.095, -1.822, 0.321], [0.085, -0.178, 0.012], [0.387, 1.371, 0.639], [0.025, -1.328, -0.268], [-0.283, 1.072, 0.456], [0.189, 0.396, 0.133], [1.099, -0.615, 0.216], [1.148, 2.406, 1.434], [-1.639, -2.823, -1.628], [-0.688, 3.900, -0.095], [-0.920, -0.272, -0.973], [0.857, -3.918, 0.050], [-0.534, -0.353, -0.994], [0.848, -0.169, 1.979], [-0.654, -1.048, -0.449], [-0.215, 0.348, -0.999], [-0.052, -0.047, -0.253], [0.331, -0.111, 0.052], [-0.245, 0.001, 0.094], [0.370, 0.714, -0.031], [-0.007, 0.066, -0.105], [0.443, 0.272, 0.174], [-0.066, -0.282, -0.064], [0.021, 0.550, 0.612], [0.714, 0.488, -0.093], [0.007, 0.411, 1.268], [-0.203, -0.816, -0.249], [0.375, 0.743, -0.767], [0.056, 0.400, -0.013], [0.036, -0.118, 0.076], [0.165, 0.139, -0.121], [-0.543, 0.165, 0.445], [0.205, 0.005, 0.247], [-0.336, -0.087, -0.334], [-0.167, -0.099, -0.157], [-0.046, -0.523, 0.032], [-0.174, -0.727, 0.291], [-1.046, -0.596, -0.732], [0.572, 0.132, -0.786], [0.356, 0.296, 0.530], [0.142, 0.138, 0.097], [0.209, 0.444, -0.214], [-0.064, -0.041, 0.135], [0.023, 0.502, -0.202], [0.304, 0.095, 0.306], [0.136, -0.127, 0.363], [-0.308, -0.061, -0.301], [0.034, 0.227, 0.553], [1.095, -0.145, 0.530], [-0.900, 1.356, -0.092], [-0.957, 0.148, 0.108], [0.313, 0.018, 0.193], [0.326, 0.329, 1.411], [0.191, -1.382, -0.302], [-2.048, 1.121, -0.822], [0.904, -0.919, 0.093], [-0.237, -0.037, 1.249], [-0.728, -0.075, -0.602], [0.102, -0.121, -0.562], [-0.096, -0.466, 0.284], [-0.151, -0.414, 0.423], [1.061, -0.336, -0.638], [0.334, 0.288, 0.130], [-0.115, -0.376, -0.223], [0.543, 0.428, -0.081], [0.193, -0.134, 0.286], [-0.441, -0.135, 0.010], [-0.115, 0.659, -0.370], [0.269, -0.194, -0.427], [0.103, 0.221, -0.570], [-0.014, 0.314, 0.026], [0.255, -0.490, -0.024], [0.275, -0.369, 0.931], [-1.015, 0.593, -1.278], [0.064, 0.129, 2.238], [-0.096, -0.867, -0.277], [-0.161, 1.322, -0.032], [-0.758, 0.830, -0.060], [0.516, -1.399, -0.046], [-0.790, 1.552, -0.589], [0.601, -0.750, 0.001], [0.308, 0.129, -0.485], [0.001, 0.667, -0.189], [-0.177, 0.075, 0.366], [-0.261, -0.695, -0.657], [0.386, 0.422, -0.022], [-0.140, -0.490, 0.109], [0.699, 0.238, 0.121], [0.726, -0.418, -0.282], [0.375, -0.076, 0.008], [-0.149, -0.207, -0.206], [-0.111, -0.169, 0.344], [0.374, 0.317, -0.342], [0.027, -0.431, -0.346], [-0.095, 0.145, 0.018], [-0.235, -0.346, 0.649], [-0.530, 0.779, -0.361], [0.735, -0.315, 0.315], [-0.127, 0.018, 0.085], [1.820, 0.428, 0.838], [-2.576, 0.111, -0.682], [3.139, 0.367, 1.544], [0.594, -0.529, -0.578], [-0.987, -1.343, 1.025], [0.491, 0.991, -0.910], [-0.333, 0.351, 0.110], [-0.136, 0.158, -0.439], [0.111, -0.230, -0.038], [-0.220, -0.015, 0.161], [-0.243, -0.433, 0.120], [0.019, 0.189, -0.013], [-0.371, -0.077, -0.692], [0.090, 0.280, -0.060], [0.025, -0.652, 0.054], [-0.470, -0.092, -0.496], [0.109, 0.206, -0.054], [-0.658, 0.098, -0.008], [-0.011, -0.019, 0.698], [-0.097, -0.108, -0.724], [-0.470, -0.258, -0.042], [0.116, -0.317, 0.457], [0.789, 1.027, 1.866], [-0.952, 1.014, -0.372], [-0.140, 0.432, -1.960], [0.461, -0.900, 1.435], [0.222, 1.030, -1.141], [0.177, -0.191, -0.823], [-0.165, -1.412, 1.695], [-0.671, 0.385, -1.027], [-0.465, 0.082, 0.156], [-0.053, -0.391, -0.633], [0.226, -0.335, 0.182], [0.196, -0.126, -0.123], [-0.061, -0.229, 0.071], [0.574, -0.229, -0.007], [-0.388, -0.219, -0.037], [-0.507, 0.318, -0.140], [0.271, -0.387, -0.237], [-0.141, -0.041, -0.159], [0.265, -0.405, 0.170], [-0.322, 0.672, -0.079], [0.106, -0.310, 0.179], [0.089, -0.020, 0.308], [0.218, 0.484, 0.115], [-0.564, 0.251, -0.008], [-0.137, -0.813, 0.931], [-0.169, 0.955, -1.427], [0.557, -0.451, 0.839], [-0.353, -0.674, -0.485], [-0.972, -0.188, 0.810], [-0.699, -0.626, -1.518], [-1.330, 0.732, 1.625], [0.868, -0.739, 0.329], [0.408, -0.035, -0.607], [-0.441, 0.327, 0.168], [0.025, 0.290, -0.427], [0.001, 0.369, 0.660], [-0.051, -0.192, -0.518], [-0.187, -0.849, 0.068], [0.442, 0.272, 0.263], [0.215, -0.018, 1.014], [0.247, 0.162, 0.102], [0.462, 0.247, -0.229], [0.551, 0.025, -1.000], [-0.254, 0.224, -0.167], [0.225, 0.202, -0.603], [0.204, 0.067, -0.185], [0.503, 0.244, 0.456], [0.206, 0.493, -0.018], [-0.257, 0.157, -0.834], [1.973, 0.751, 0.491], [1.756, -1.075, -0.054], [-1.674, 1.483, -1.680], [0.477, -0.032, 1.194], [0.833, -0.041, -1.428], [0.970, -0.345, -0.761], [-1.763, -0.479, 0.821], [0.163, -0.105, -0.317], [-0.437, -0.266, 0.559], [-0.277, 0.485, 0.009], [-1.252, -0.715, 0.768], [-0.458, 0.204, 0.153], [-0.385, 0.120, -0.137], [0.301, 0.138, -0.067], [-0.356, -1.165, 0.783], [-0.104, 0.531, -0.246], [0.120, 0.136, -0.337], [0.339, 0.026, 0.534], [-0.405, 0.099, 0.860], [0.430, -0.254, 0.065], [0.085, 0.176, -0.122], [-0.361, 0.122, -0.092], [0.224, 0.125, 2.378], [-0.121, -0.937, -2.264], [-1.181, 1.480, -0.196], [0.089, -0.577, 0.363], [-0.308, -0.189, -0.473], [1.354, 0.572, 0.062], [-1.176, 0.018, -0.779], [0.044, 0.193, -0.179], [0.180, -0.963, -0.292], [-0.127, -0.501, -0.462], [0.294, 0.198, 0.136], [0.207, -0.148, -0.038], [0.032, -0.218, -0.191], [0.195, 0.029, 0.390], [-0.451, -0.297, 0.648], [0.197, -0.076, -0.273], [0.193, 0.287, -0.039], [-0.451, -0.278, 0.283], [0.008, 0.291, -0.274], [0.189, -0.007, 0.294], [0.215, -0.085, 0.158], [-0.130, 0.250, 0.147], [-0.063, 0.048, 0.410], [0.347, 0.067, -0.027], [-0.399, 0.258, 0.089], [-1.595, 0.030, 1.121], [1.880, 0.611, -0.540], [-1.167, -0.015, -1.791], [-0.612, -0.975, 1.481], [1.392, 0.539, -0.215], [0.012, 0.045, -0.218], [0.231, 0.309, 0.273], [0.059, 0.003, 0.252], [-0.288, -0.193, -0.289], [0.259, -0.743, 0.621], [-0.351, -0.225, 0.059], [0.245, 0.656, 0.338], [-0.267, -0.390, -0.327], [0.433, 0.069, -0.198], [-0.970, -0.256, -0.060], [1.018, 0.395, -0.680], [-0.413, 0.291, 0.509], [0.285, -0.419, -1.309], [-0.320, 0.054, -0.929], [0.627, -1.372, 2.962], [0.054, 0.457, -0.834], [0.737, 0.284, 0.788], [-0.596, -0.062, 0.341], [0.202, -0.175, -0.235], [0.311, 0.443, 0.377], [0.136, -0.141, 0.140], [-0.134, 0.420, -0.475], [-0.066, 0.811, -0.493], [-0.499, -0.146, -0.003], [0.346, 0.005, -0.251], [-0.302, -0.502, -0.432], [-0.275, -0.079, 0.282], [0.185, 0.507, -0.296]],
  "mulliken_spin": [0.0117, 0.0044, -0.0009, -0.0008, 0.0022, 0.0037, 0.0184, -0.0005, 0.0005, 0.0001, 0.0007, 0.0000, 0.0000, 0.0044, -0.0024, -0.0071, -0.0012, 0.0000, 0.0008, 0.0010, 0.0001, -0.0019, 0.0130, 0.0016, -0.0008, 0.0000, -0.0001, 0.0000, 0.0000, 0.0000, 0.0000, 0.0000, 0.0000, 0.0001, 0.0001, -0.0001, 0.0000, 0.0001, 0.0000, 0.0000, 0.0000, 0.0001, -0.0002, -0.0001, -0.0001, 0.0000, 0.0000, 0.0000, 0.0000, 0.0000, 0.0000, 0.0000, 0.0000, 0.0000, 0.0001, 0.0000, -0.0001, 0.0000, 0.0000, 0.0000, 0.0000, 0.0000, 0.0000, 0.0000, 0.0000, 0.0000, 0.0000, 0.0000, 0.0000, 0.0000, -0.0002, 0.0001, 0.0002, 0.0000, 0.0000, 0.0000, 0.0000, 0.0000, 0.0000, 0.0000, 0.0000, 0.0000, 0.0000, 0.0000, 0.0000, 0.0000, 0.0000, 0.0000, 0.0000, 0.0000, 0.0000, 0.0000, 0.0000, 0.0000, 0.0000, 0.0000, 0.0000, 0.0001, -0.0002, -0.0010, -0.0005, 0.0010, -0.0010, -0.0006, 0.0000, 0.0000, 0.0000, 0.0000, 0.0000, 0.0001, 0.0012, -0.0014, 0.0012, 0.0000, 0.0005, 0.0001, -0.0002, 0.0005, 0.0000, 0.0000, 0.0000, 0.0001, 0.0006, -0.0063, 0.0016, 0.0006, 0.0000, -0.0004, 0.0000, -0.0002, 0.0000, 0.0000, 0.0001, 0.0048, 0.0001, -0.0012, -0.0042, 0.0001, -0.0001, 0.0000, 0.0002, 0.0000, 0.0001, 0.0000, 0.0000, 0.0000, 0.0000, 0.0001, 0.0000, 0.0000, 0.0000, 0.0000, 0.0000, 0.0000, 0.0000, 0.0000, 0.0000, 0.0000, -0.0001, 0.0000, 0.0000, 0.0000, 0.0000, 0.0000, 0.0000, 0.0000, 0.0000, 0.0000, 0.0000, -0.0002, 0.0017, 0.0025, 0.0333, 0.7604, 0.0987, 0.0116, -0.0005, -0.0018, 0.0001, 0.0001, 0.0000, -0.0034, -0.0005, 0.0342, 0.0304, -0.0252, 0.0078, -0.0010, 0.0002, 0.0078, 0.0000, 0.0009, 0.0000, 0.0002, 0.0001, -0.0001, 0.0001, 0.0000, 0.0000, 0.0000, 0.0000, 0.0000, -0.0002, -0.0001, 0.0000, -0.0002, 0.0000, 0.0001, 0.0000, 0.0000, 0.0000, 0.0000, 0.0000, 0.0000, 0.0000, 0.0000, 0.0000, -0.0003, -0.0003, 0.0001, 0.0000, 0.0001, 0.0000, 0.0000, -0.0001, 0.0005, 0.0000, -0.0001, 0.0001, 0.0000, 0.0000, 0.0000, 0.0000, -0.0001, 0.0000, 0.0000, 0.0000, 0.0000, 0.0000, 0.0000, 0.0000, 0.0000, 0.0000, 0.0000, 0.0000, 0.0000, 0.0000, 0.0000, 0.0000, 0.0000, 0.0000],
  "fmax_ev_per_a": 4.0,
  "molar_mass_g_mol": 1477.75,
  "orbital_gap_ev": [6.508, 1.784],
  "multiplicity": 2,
  "e_homo_ev": [-7.48, -7.48],
  "lumo_energy_ev": [-1.0, -5.7]
}